Here is 3 unconnected molecules or ions with the total composition C4H5NO3 from the Open Molecules 2025 dataset. Energies are from wB97M-V/def2-TZVPD.

Computed properties:
HOMO energy = -9.153 eV
Energy = -435.52952 Ha
Energy above the lowest of the compared OMol25 structures with the same formula, charge and spin = 10.6392 eV

Last column: natural (NBO) charge in e.
Positions of all 13 atoms, in Å:
C1 -1.471 0.838 0.210  -0.70
C2 -0.153 0.370 0.505  0.03
C3 1.176 -0.012 -0.264  0.46
C4 1.046 0.025 -1.782  0.32
H1 -2.665 -0.242 0.609  0.40
H2 -1.735 1.415 -1.114  0.25
H3 -1.305 1.779 1.023  0.24
H4 -1.644 -1.229 2.668  0.50
H5 1.961 0.147 -2.265  0.15
N1 -0.277 -0.531 1.410  -0.08
O1 -1.791 -0.793 1.651  -0.68
O2 2.257 -0.380 0.272  -0.46
O3 0.002 0.488 -2.272  -0.44

Cartesian forces, eV/Å:
-3.1 5.8 -4.0
0.1 -3.5 -1.0
2.6 -1.1 2.3
-4.0 3.5 0.6
3.4 3.0 -1.3
1.1 -1.7 4.6
-1.9 -2.0 -2.0
-0.8 1.1 -3.8
1.9 -0.8 -1.4
-1.2 -1.6 1.0
3.3 -2.2 6.4
-4.1 1.7 -1.9
2.5 -2.1 0.5